Entry 1:
8
Properties=species:S:1:pos:R:3:mulliken_charge:R:1 method="wB97M-V/def2-TZVPD" relative_energy_kcal_mol=162.01 gap_ev="9.13 / 9.64" homo_ev="-9.34 / -9.76" lumo_ev="-0.2 / -0.1"
C 0.685 0.417 -0.044 -0.38
C -0.359 -0.228 0.736 0.27
N -1.221 -0.597 -0.256 -0.40
N -0.750 0.708 -0.310 -0.20
H 1.098 1.296 0.470 0.21
H 1.218 -0.078 -0.880 0.20
H -0.619 0.061 1.683 0.24
H -0.052 -1.578 -1.400 0.06

=====

Entry 2:
7
Properties=species:S:1:pos:R:3:mulliken_charge:R:1 method="wB97M-V/def2-TZVPD" relative_energy_kcal_mol=36.13 gap_ev=10.29 homo_ev=-9.62 lumo_ev=0.7
N 2.391 1.192 0.240 -0.42
N 1.956 -0.992 -0.241 -0.73
N 2.077 0.153 -0.010 0.86
O -0.373 0.374 0.103 -0.62
H -0.497 1.280 -0.427 0.32
H 1.295 -1.665 0.044 0.29
H -1.213 0.079 0.380 0.30

=====

Entry 3:
54
Properties=species:S:1:pos:R:3:mulliken_charge:R:1 method="wB97M-V/def2-TZVPD" relative_energy_kcal_mol=639.82 gap_ev=5.85 homo_ev=-3.43 lumo_ev=2.4 total_charge=-1
O -0.229 0.402 -0.173 -0.06
H 0.121 -0.315 -0.706 -1.79
H 0.368 1.128 -0.371 1.99
H -0.036 0.038 0.694 -2.32
B 0.591 -0.586 1.701 0.84
H 0.426 -1.185 0.819 0.47
H 0.195 -1.010 2.611 0.21
H 1.628 -0.434 1.959 -0.24
H 0.127 0.350 1.433 1.84
B 0.683 -1.143 -1.656 -1.55
H -0.082 -1.187 -0.896 0.43
H 0.156 -1.144 -2.598 0.12
H 1.213 -0.203 -1.666 0.04
H 1.378 -1.954 -1.502 0.31
C 1.211 2.516 -0.735 -1.00
C 0.025 3.149 -0.152 -1.02
O -1.167 2.415 -0.427 -0.40
O 1.566 1.384 -0.058 -0.06
H 2.027 3.227 -0.604 0.47
H 1.110 2.351 -1.808 0.23
H -0.012 4.147 -0.589 0.57
H 0.160 3.226 0.927 0.27
H -1.863 3.040 -0.641 0.40
H 2.190 1.666 0.616 0.48
C 2.941 -0.039 -0.589 -0.65
C 3.830 -1.031 -1.421 -0.87
O 3.126 -1.920 -2.283 -0.72
O 2.163 -0.832 0.236 -0.70
H 2.429 0.660 -1.250 0.50
H 3.533 0.613 0.052 0.28
H 4.605 -1.596 -0.903 0.36
H 4.452 -0.491 -2.135 0.38
H 2.221 -1.609 -2.214 0.63
H 1.405 -1.162 -0.252 0.75
C -2.086 -0.153 1.925 -0.07
C -2.206 -0.599 3.361 -0.88
O -0.993 -0.762 3.984 -0.77
O -1.489 -1.115 1.063 -0.79
H -1.507 0.761 1.792 -0.25
H -3.043 0.068 1.451 0.64
H -2.461 -1.658 3.334 0.26
H -2.974 -0.072 3.928 0.41
H -0.394 -1.097 3.313 -0.38
H -0.585 -1.059 1.381 0.72
C -2.026 -1.186 -0.926 0.61
C -3.455 -0.567 -0.817 -1.08
O -3.290 0.800 -1.036 -0.60
O -1.387 -0.714 -2.147 -0.95
H -2.131 -2.268 -1.006 0.28
H -1.490 -0.924 -0.014 -0.36
H -3.739 -0.629 0.234 0.36
H -4.205 -1.045 -1.448 0.33
H -2.542 0.803 -1.638 0.40
H -0.490 -1.055 -2.153 0.93

=====

Entry 4:
7
Properties=species:S:1:pos:R:3:mulliken_charge:R:1 method="wB97M-V/def2-TZVPD" relative_energy_kcal_mol=188.62 gap_ev="7.88 / 7.79" homo_ev="-10.00 / -9.96" lumo_ev="-2.1 / -2.2"
C 0.318 -0.352 0.091 0.46
C 1.499 -0.063 -0.279 -0.13
C -1.107 0.036 0.025 -0.09
O 3.003 0.883 0.104 -0.38
O -0.634 -1.285 0.055 -0.31
H -1.590 0.389 0.928 0.22
H -1.489 0.392 -0.924 0.24

=====

Entry 5:
92
Properties=species:S:1:pos:R:3:mulliken_charge:R:1 method="wB97M-V/def2-TZVPD" gap_ev=8.63 homo_ev=-10.45 smiles="O=C1C=CC(=O)C=C1.O=C1C=CC(=O)C=C1.O=C1C=CC(=O)C=C1.C[N+](=O)[O-].C[N+](=O)[O-].C[N+](=O)[O-].C[N+](=O)[O-].C[N+](=O)[O-].C[N+](=O)[O-].C[N+](=O)[O-].C[N+](=O)[O-]" lumo_ev=-1.8
O 17.233 13.191 8.866 -0.63
C 17.097 12.011 8.527 0.40
C 15.999 11.477 7.695 -0.61
C 15.814 10.190 7.492 -0.14
C 16.809 9.164 7.895 0.30
O 16.696 8.009 7.583 -0.57
C 17.994 9.660 8.640 -0.62
C 18.069 10.920 8.973 -0.18
H 15.348 12.190 7.367 0.63
H 14.986 9.872 6.850 0.48
H 18.676 8.882 8.955 0.43
H 18.837 11.235 9.574 0.52
O 10.944 10.107 8.917 -0.46
C 12.049 9.869 9.311 0.06
C 12.733 8.598 8.966 -0.37
C 13.928 8.343 9.547 -0.56
C 14.578 9.333 10.461 0.38
O 15.654 9.011 10.916 -0.51
C 13.934 10.648 10.766 0.02
C 12.769 10.867 10.157 -0.47
H 12.295 8.002 8.192 0.62
H 14.546 7.452 9.367 0.52
H 14.366 11.524 11.279 -0.09
H 12.224 11.799 10.254 0.74
O 16.820 11.448 13.298 -0.57
C 16.130 12.424 13.119 0.33
C 16.301 13.275 11.877 -0.40
C 15.338 14.173 11.585 -0.43
C 14.130 14.323 12.470 0.37
O 13.220 14.967 12.108 -0.55
C 14.063 13.651 13.737 -0.27
C 15.028 12.785 14.046 -0.33
H 17.126 12.977 11.234 0.56
H 15.316 14.751 10.694 0.49
H 13.243 13.976 14.403 0.40
H 14.927 12.206 14.951 0.48
C 8.315 8.301 11.208 -0.49
N 7.268 9.163 10.538 0.91
O 6.825 8.777 9.508 -0.58
O 7.125 10.291 10.982 -0.55
H 8.310 8.408 12.233 0.46
H 9.292 8.801 10.912 -0.05
H 8.073 7.340 10.810 0.29
C 9.165 15.701 10.469 -0.67
N 8.730 14.894 11.605 0.89
O 7.936 15.299 12.425 -0.56
O 9.199 13.765 11.692 -0.39
H 10.121 15.236 10.145 0.24
H 9.292 16.815 10.720 0.28
H 8.415 15.591 9.647 0.22
C 8.803 11.819 14.434 -0.72
N 10.096 11.205 14.152 0.92
O 10.139 10.399 13.273 -0.37
O 11.024 11.517 14.884 -0.58
H 8.280 11.832 13.464 0.18
H 8.949 12.880 14.731 0.28
H 8.225 11.212 15.151 0.30
C 10.814 11.651 5.372 -0.68
N 11.457 10.275 5.502 0.93
O 10.844 9.244 5.765 -0.53
O 12.628 10.375 5.287 -0.53
H 11.093 12.163 6.305 0.24
H 9.719 11.510 5.236 0.24
H 11.223 12.170 4.492 0.31
C 8.315 7.756 6.371 -0.58
N 9.228 7.072 7.301 0.83
O 9.600 7.611 8.342 -0.31
O 9.637 6.009 6.848 -0.57
H 7.781 8.498 6.994 0.14
H 7.620 7.082 5.847 0.33
H 8.948 8.267 5.557 0.20
C 8.152 12.058 8.555 -0.56
N 8.078 13.327 7.859 1.01
O 7.330 14.231 8.306 -0.63
O 8.790 13.556 6.903 -0.58
H 7.280 12.034 9.186 0.35
H 9.100 11.915 9.050 0.13
H 8.082 11.227 7.847 0.26
C 17.174 8.036 13.422 -0.41
N 16.411 7.127 14.357 0.89
O 15.251 6.851 14.008 -0.54
O 16.933 6.723 15.351 -0.55
H 18.199 7.751 13.489 0.35
H 16.974 9.094 13.674 0.14
H 16.838 7.761 12.379 0.14
C 12.024 7.501 14.131 -0.86
N 10.627 7.467 13.577 1.02
O 9.709 7.718 14.383 -0.55
O 10.511 7.219 12.398 -0.55
H 12.744 6.955 13.561 0.37
H 12.021 7.094 15.202 0.31
H 12.340 8.516 14.205 0.27

=====

Across the entries above, calculated total energy takes the values -187.86014, -241.21605, -1051.49388, -265.65068, -3104.74858 a.u., respectively.